No. 1
9 unconnected molecules or ions with the total composition C5H29NO10 at a distorted geometry, computed with the ωB97M-V functional and the def2-TZVPD basis.

Each line ends with the Löwdin charge.
Atoms and positions in Å:
1 C -1.149 -2.741 -0.460  -0.07
2 C -1.147 -1.430 0.323  -0.29
3 N -0.900 -0.303 -0.557  -0.02
4 C -0.276 0.835 0.100  -0.31
5 C -1.101 1.556 1.174  -0.19
6 O -0.272 2.184 2.140  -0.06
7 C 0.174 1.799 -0.987  -0.20
8 O 0.525 3.115 -0.497  -0.06
9 H -2.095 -3.053 -0.913  0.06
10 H -0.942 -3.633 0.135  0.08
11 H -0.425 -2.607 -1.256  0.05
12 H -2.004 -1.333 1.000  0.09
13 H -0.444 -1.541 1.155  0.10
14 H -1.695 -0.114 -1.156  0.10
15 H 0.604 0.444 0.618  0.12
16 H -1.726 0.855 1.724  0.12
17 H -1.812 2.261 0.730  0.13
18 H 0.034 3.023 1.783  0.07
19 H 1.044 1.404 -1.510  0.09
20 H -0.597 2.045 -1.703  0.10
21 H 1.348 3.010 0.003  0.08
22 O 1.827 -1.484 -0.813  -0.06
23 H 2.618 -0.930 -0.963  0.04
24 H 1.106 -0.905 -1.106  0.01
25 O 0.388 -2.278 4.059  -0.08
26 H 0.972 -1.809 3.431  -0.01
27 H 0.000 -1.534 4.542  0.03
28 O 2.102 -1.501 1.890  -0.08
29 H 1.790 -1.411 0.943  0.02
30 H 2.566 -2.341 1.748  0.09
31 O -4.018 -0.421 0.019  -0.06
32 H -4.228 -1.115 -0.623  0.05
33 H -4.399 -0.760 0.838  0.05
34 O 3.112 1.036 1.932  -0.06
35 H 2.340 1.563 2.170  0.04
36 H 2.744 0.122 1.910  0.01
37 O 3.409 0.889 -0.780  -0.07
38 H 3.442 0.959 0.199  0.01
39 H 4.296 1.123 -1.074  0.06
40 O -2.916 1.157 -3.022  -0.07
41 H -2.617 2.041 -2.781  0.03
42 H -2.131 0.777 -3.463  0.00
43 O -0.196 0.504 -3.520  -0.05
44 H 0.361 0.773 -4.260  0.07
45 H 0.284 -0.231 -3.118  0.05

The value obtained for the frontier orbital gap is 9.172 eV. Its SMILES is CCNC(CO)CO.O.O.O.O.O.O.O.O. For the energy relative to the best compared isomer or geometry (same formula, charge and spin), the calculation gives 65.3 kcal per mole. The calculation puts the HOMO energy at -0.3298 hartree. The calculation puts the LUMO energy at 0.20 eV. The max |F| comes out at 1.6 eV/Å.

---

No. 2
10 unconnected molecules or ions with the total composition C5H29NO10 at a distorted geometry, computed with the ωB97M-V functional and the def2-TZVPD basis.

Each line ends with the Löwdin charge.
Atoms and positions in Å:
1 C -1.032 3.559 -0.712  0.00
2 C -0.956 2.959 0.472  -0.17
3 C -1.964 2.021 1.094  -0.16
4 C -2.282 0.686 0.339  -0.34
5 N -3.338 0.889 -0.642  0.04
6 C -2.615 -0.413 1.360  -0.21
7 O -1.722 -1.508 1.354  -0.07
8 H -0.351 4.378 -0.904  0.05
9 H -1.634 3.258 -1.562  0.05
10 H -0.459 3.509 1.265  0.10
11 H -2.878 2.621 1.075  0.12
12 H -1.777 1.841 2.149  0.10
13 H -1.374 0.351 -0.170  0.13
14 H -4.298 0.795 -0.344  0.09
15 H -3.215 1.767 -1.093  0.06
16 H -2.632 -0.044 2.383  0.12
17 H -3.653 -0.721 1.147  0.12
18 H -1.634 -1.829 0.458  0.07
19 O 4.327 0.377 0.717  -0.05
20 H 4.327 -0.403 0.160  0.03
21 H 4.467 0.156 1.636  0.03
22 O 0.330 -1.533 -2.064  -0.05
23 H 0.418 -0.653 -1.698  0.04
24 H 0.716 -2.132 -1.428  -0.02
25 O 0.402 -2.820 0.474  -0.06
26 H 0.454 -2.728 1.434  -0.01
27 H 0.845 -3.656 0.285  0.05
28 O 1.061 -0.188 3.255  -0.04
29 H 1.971 0.084 3.145  0.02
30 H 0.922 -0.885 2.608  0.00
31 O 1.981 -3.846 -2.187  -0.05
32 H 1.863 -3.102 -2.784  0.03
33 H 2.772 -3.672 -1.668  0.04
34 O -0.026 -3.039 3.252  -0.03
35 H -0.461 -3.785 3.650  0.06
36 H -0.634 -2.302 3.247  0.03
37 O 3.061 3.908 -0.835  -0.06
38 H 3.113 3.470 -1.693  0.02
39 H 3.680 3.340 -0.355  0.03
40 O 3.055 0.697 -3.118  -0.06
41 H 2.964 0.121 -2.342  0.02
42 H 4.010 0.813 -2.978  0.04
43 O -2.708 -0.762 -3.164  -0.08
44 H -1.986 -1.283 -2.803  -0.01
45 H -3.109 -0.296 -2.415  -0.02

The value obtained for the frontier orbital gap is 8.991 eV. Its SMILES is C=CC[C@H](N)CO.O.O.O.O.O.O.O.O.O. For the energy relative to the best compared isomer or geometry (same formula, charge and spin), the calculation gives 103.4 kcal per mole. The calculation puts the HOMO energy at -0.3458 hartree. The calculation puts the LUMO energy at -0.42 eV. The max |F| comes out at 1.8 eV/Å.

---

No. 3
10 unconnected molecules or ions with the total composition C5H29NO10 at a distorted geometry, computed with the ωB97M-V functional and the def2-TZVPD basis.

Each line ends with the Löwdin charge.
Atoms and positions in Å:
1 C -0.531 1.713 2.036  -0.09
2 C 0.642 1.154 1.231  -0.42
3 C 1.285 2.338 0.470  -0.04
4 C 0.128 0.027 0.364  -0.18
5 N -0.156 -1.182 1.142  0.04
6 C -0.992 -2.166 0.679  -0.27
7 O -1.552 -2.013 -0.408  -0.03
8 H -0.123 2.265 2.900  0.08
9 H -1.235 2.280 1.418  0.09
10 H -1.152 0.977 2.558  0.06
11 H 1.434 0.868 1.960  0.13
12 H 2.270 2.089 0.077  0.08
13 H 1.272 3.157 1.156  0.07
14 H 0.579 2.658 -0.322  0.08
15 H 0.740 -0.310 -0.482  0.10
16 H -0.782 0.460 -0.078  0.11
17 H -0.173 -1.122 2.169  0.09
18 H -1.026 -3.086 1.259  0.14
19 O 2.177 -0.365 -2.396  -0.07
20 H 2.689 -0.264 -1.574  0.02
21 H 1.836 -1.279 -2.414  0.01
22 O -2.869 -0.069 -1.706  -0.08
23 H -3.687 -0.557 -1.528  0.06
24 H -2.275 -0.826 -1.467  0.01
25 O -1.034 -2.064 3.591  -0.08
26 H -0.725 -1.469 4.305  0.01
27 H -1.650 -2.673 4.019  0.06
28 O 0.657 -2.646 -2.204  -0.04
29 H -0.038 -2.494 -2.864  0.05
30 H 0.322 -2.226 -1.420  -0.01
31 O -1.257 2.172 -2.236  -0.06
32 H -1.953 2.304 -2.895  0.07
33 H -1.580 1.409 -1.720  0.01
34 O -1.146 -1.011 -4.319  -0.06
35 H -0.498 -0.388 -3.940  0.02
36 H -1.903 -0.737 -3.772  0.02
37 O -0.002 0.091 4.809  -0.04
38 H -0.596 0.590 5.383  0.07
39 H 0.861 0.237 5.211  0.07
40 O 0.917 1.741 -3.686  -0.10
41 H 0.276 1.845 -2.965  -0.04
42 H 1.630 1.098 -3.502  0.00
43 O 3.273 -0.536 0.549  -0.04
44 H 3.568 -1.144 -0.137  0.04
45 H 2.378 -0.845 0.750  0.02

The value obtained for the frontier orbital gap is 9.511 eV. Its SMILES is CC(C)CNC=O.O.O.O.O.O.O.O.O.O. For the energy relative to the best compared isomer or geometry (same formula, charge and spin), the calculation gives 48.3 kcal per mole. The calculation puts the HOMO energy at -0.3588 hartree. The calculation puts the LUMO energy at -0.25 eV. The max |F| comes out at 2.4 eV/Å.

---

No. 4
10 unconnected molecules or ions with the total composition C5H29NO11 at a distorted geometry, computed with the ωB97M-V functional and the def2-TZVPD basis.

Each line ends with the Löwdin charge.
Atoms and positions in Å:
1 C -2.073 2.409 -0.698  -0.08
2 C -1.978 1.878 0.706  -0.37
3 C -3.028 2.516 1.650  -0.07
4 C -0.446 1.789 1.326  -0.09
5 N 0.522 0.888 0.602  0.10
6 C 0.295 -0.515 0.881  -0.53
7 O -0.829 -0.860 1.194  0.05
8 O 1.318 -1.319 0.642  0.04
9 H -1.544 3.380 -0.740  0.08
10 H -3.125 2.671 -0.849  0.08
11 H -1.667 1.896 -1.527  0.05
12 H -2.243 0.765 0.656  0.08
13 H -3.854 3.071 1.180  0.07
14 H -2.538 3.165 2.371  0.06
15 H -3.644 1.773 2.235  0.09
16 H 0.066 2.868 1.227  0.10
17 H -0.484 1.401 2.365  0.13
18 H 1.332 1.229 0.312  0.05
19 H 1.100 -2.333 0.474  0.05
20 O 1.705 -1.994 -2.711  -0.08
21 H 1.746 -1.601 -1.772  0.07
22 H 1.645 -1.265 -3.330  0.04
23 O 3.378 0.154 -2.295  -0.07
24 H 4.031 -0.364 -2.713  0.03
25 H 3.595 -0.103 -1.326  0.08
26 O 4.110 -1.256 0.742  -0.07
27 H 3.864 -0.573 1.400  0.05
28 H 3.420 -1.866 1.073  0.03
29 O 0.247 4.560 2.026  -0.02
30 H 0.808 3.919 1.673  -0.02
31 H 0.083 5.201 1.366  0.03
32 O -0.342 -3.913 -2.047  0.03
33 H -0.107 -4.583 -2.658  0.07
34 H 0.058 -3.165 -2.321  -0.04
35 O -1.891 -4.457 0.953  0.03
36 H -2.547 -4.382 1.565  0.00
37 H -1.832 -3.745 0.377  -0.01
38 O 0.884 -3.737 0.228  -0.02
39 H 0.318 -3.865 -0.522  -0.02
40 H 0.375 -4.138 1.013  0.12
41 O -3.377 -0.896 0.849  -0.09
42 H -2.510 -0.516 1.005  -0.05
43 H -3.207 -1.774 0.395  0.06
44 O 2.796 2.909 -2.352  -0.05
45 H 2.042 2.376 -2.570  0.01
46 H 3.528 2.403 -2.056  -0.01

The value obtained for the frontier orbital gap is 9.648 eV. Its SMILES is CC(C)CNC(=O)O.O.O.O.O.O.O.O.O.O. For the energy relative to the best compared isomer or geometry (same formula, charge and spin), the calculation gives 104.0 kcal per mole. The calculation puts the HOMO energy at -0.3529 hartree. The calculation puts the LUMO energy at 0.05 eV. The max |F| comes out at 7.8 eV/Å.

---

Question: Number 4 is which compound?
Answer: C5H29NO11